[1]
C24H100N6O23 | ωB97M-V/def2-TZVPD

The value obtained for the total energy is -82539.746 eV. The total charge is 0. The HOMO-LUMO gap is 9.0 eV. The energy relative to the best compared isomer or geometry (same formula, charge and spin) comes out at 89.6 kJ/mol.

Last column: Mulliken charge in e.
Geometry (Å):
C: 3.558 -3.394 -1.696  -1.15
C: 3.319 -4.406 -0.580  0.45
C: 3.577 -3.813 0.793  -0.01
O: 4.921 -3.563 1.009  -0.45
C: 5.077 -3.399 2.430  -0.30
N: 2.002 -4.963 -0.757  -0.75
H: 4.560 -2.970 -1.758  0.37
H: 2.928 -2.534 -1.466  -0.16
H: 3.266 -3.705 -2.699  0.45
H: 3.906 -5.311 -0.736  0.32
H: 3.189 -4.409 1.619  0.49
H: 3.052 -2.864 0.896  -0.13
H: 5.050 -4.389 2.886  0.36
H: 4.314 -2.675 2.714  -0.06
H: 6.044 -2.921 2.591  0.29
H: 1.775 -5.388 0.130  0.31
H: 1.341 -4.203 -0.836  0.10
C: 4.036 -0.006 3.601  -1.87
C: 2.586 -0.335 3.202  1.43
C: 1.601 -0.457 4.398  -0.34
O: 2.091 -1.263 5.575  -0.41
C: 1.177 -1.368 6.687  -0.67
N: 2.278 0.635 2.230  1.06
H: 4.475 -0.763 4.251  0.44
H: 4.118 0.919 4.172  0.29
H: 4.688 0.005 2.727  0.50
H: 2.565 -1.364 2.843  -0.64
H: 0.608 -0.825 4.139  0.05
H: 1.378 0.530 4.804  0.38
H: 0.206 -1.664 6.290  0.17
H: 1.092 -0.383 7.145  0.30
H: 1.288 -2.091 7.496  0.31
H: 1.318 0.615 1.914  -0.37
H: 2.801 0.354 1.413  -0.39
C: 0.712 1.154 -4.462  -1.61
C: 2.091 1.501 -3.848  1.06
C: 3.195 0.506 -4.338  -1.21
O: 4.197 0.248 -3.366  -0.19
C: 5.263 1.238 -3.313  -0.57
N: 2.311 2.997 -3.988  -0.49
H: 0.027 2.001 -4.412  0.60
H: 0.314 0.175 -4.194  0.15
H: 0.789 1.118 -5.548  0.45
H: 1.939 1.230 -2.803  0.05
H: 3.527 0.883 -5.306  0.44
H: 2.700 -0.458 -4.449  0.33
H: 4.856 2.168 -2.917  -0.02
H: 5.756 1.333 -4.281  0.36
H: 5.979 1.008 -2.523  0.26
H: 2.002 3.371 -4.874  0.21
H: 3.278 3.230 -3.815  0.23
C: 6.384 3.314 0.175  -1.11
C: 5.440 4.508 0.369  0.72
C: 4.038 3.954 0.061  0.48
O: 2.947 4.894 0.155  -0.25
C: 2.708 5.578 -1.022  -0.73
N: 5.606 5.034 1.702  -0.72
H: 6.038 2.342 0.528  0.19
H: 7.386 3.582 0.510  0.38
H: 6.534 3.272 -0.903  0.23
H: 5.521 5.313 -0.362  0.23
H: 3.720 3.288 0.864  -0.45
H: 3.960 3.402 -0.875  -0.30
H: 1.870 6.262 -0.890  0.35
H: 2.443 5.016 -1.918  0.14
H: 3.453 6.284 -1.386  0.31
H: 4.998 5.839 1.747  0.26
H: 6.526 5.440 1.794  0.27
C: -2.414 -4.168 -2.973  -1.41
C: -2.198 -2.655 -2.997  0.35
C: -3.355 -1.889 -3.727  -0.62
O: -4.642 -2.349 -3.237  -0.04
C: -5.714 -1.920 -4.167  -0.96
N: -2.093 -2.289 -1.559  0.09
H: -1.486 -4.548 -2.548  0.40
H: -2.533 -4.633 -3.951  0.46
H: -3.337 -4.559 -2.544  0.20
H: -1.189 -2.494 -3.377  0.22
H: -3.185 -1.838 -4.803  0.48
H: -3.264 -0.833 -3.474  0.19
H: -6.673 -2.184 -3.720  0.26
H: -5.668 -2.283 -5.194  0.33
H: -5.668 -0.845 -4.339  0.38
H: -2.935 -2.419 -1.016  -0.11
H: -1.276 -2.741 -1.173  -0.04
C: -8.314 -4.837 -1.375  -1.67
C: -6.914 -4.228 -1.300  1.12
C: -6.442 -4.255 0.198  -0.94
O: -5.444 -3.297 0.373  -0.08
C: -4.930 -3.012 1.668  -0.77
N: -6.002 -4.964 -2.144  -0.79
H: -8.499 -5.751 -0.811  0.34
H: -8.605 -4.913 -2.423  0.42
H: -9.059 -4.234 -0.856  0.39
H: -7.044 -3.285 -1.832  -0.09
H: -6.186 -5.259 0.537  0.40
H: -7.281 -3.926 0.810  0.36
H: -5.710 -3.056 2.428  0.43
H: -4.225 -2.182 1.633  0.01
H: -4.258 -3.851 1.851  0.34
H: -6.457 -5.205 -3.013  0.27
H: -5.263 -4.313 -2.371  0.20
O: 3.012 0.134 -0.563  -0.31
H: 3.137 0.127 -1.512  -0.08
H: 3.709 -0.428 -0.225  0.16
O: -2.485 1.513 4.627  -0.55
H: -3.195 1.762 5.219  0.22
H: -1.763 2.096 4.861  0.42
O: -0.223 -3.418 2.544  -0.55
H: -1.110 -3.197 2.259  0.23
H: -0.235 -3.285 3.492  0.27
O: -2.016 -0.630 2.993  -0.62
H: -1.641 -0.215 2.216  0.16
H: -2.095 0.080 3.630  0.29
O: -0.249 2.769 4.465  -0.68
H: -0.788 3.433 4.035  0.38
H: 0.623 2.887 4.088  0.29
O: -1.779 3.222 0.536  -0.43
H: -1.284 3.916 0.101  0.11
H: -1.709 3.426 1.469  0.15
O: -4.164 4.216 -0.722  -0.67
H: -3.372 3.844 -0.334  0.42
H: -4.379 3.624 -1.443  0.30
O: -0.250 3.349 -2.244  -0.36
H: -0.532 2.530 -1.838  0.15
H: 0.364 3.080 -2.928  0.03
O: -3.358 -2.330 4.469  -0.60
H: -2.686 -2.946 4.763  0.28
H: -2.882 -1.687 3.945  0.51
O: -1.429 5.670 -2.218  -0.69
H: -1.993 5.528 -2.979  0.30
H: -0.914 4.866 -2.148  0.39
O: 0.514 -2.184 -0.158  0.09
H: 1.201 -1.541 -0.330  -0.11
H: 0.155 -1.930 0.692  -0.02
O: 2.280 3.602 3.050  -0.68
H: 2.484 2.840 2.508  0.27
H: 2.441 4.353 2.479  0.32
O: -1.696 4.735 3.362  -0.63
H: -1.986 5.468 2.820  0.24
H: -2.270 4.761 4.128  0.26
O: -1.882 6.187 0.348  -0.51
H: -2.687 6.686 0.489  0.31
H: -1.959 5.855 -0.546  0.31
O: -0.456 0.579 0.649  0.07
H: -0.807 0.038 -0.058  -0.05
H: -0.873 1.432 0.529  0.05
O: -1.719 0.576 -2.147  -0.05
H: -1.564 -0.359 -2.281  -0.17
H: -2.587 0.620 -1.746  0.26
O: -4.065 0.297 -0.911  -0.44
H: -4.458 0.246 -0.040  0.21
H: -4.811 0.358 -1.508  0.16


[2]
C24H10N6O6Os | ωB97M-V/def2-TZVPD

The value obtained for the total energy is -48734.797 eV. The total charge is 0. The HOMO-LUMO gap (spin up / spin down) is 4.8 / 4.8 eV. The energy relative to the best compared isomer or geometry (same formula, charge and spin) comes out at 157.0 kJ/mol.

Last column: Mulliken charge in e.
Geometry (Å):
Os: -0.896 0.469 0.282  0.62
N: 7.950 -4.757 0.042  -0.51
C: 6.960 -4.175 0.025  -0.07
C: 5.728 -3.444 0.011  0.54
C: 5.421 -2.601 -1.056  -0.81
C: 4.236 -1.889 -1.044  -0.30
C: 3.342 -2.019 0.016  -0.29
C: 3.643 -2.882 1.068  -0.19
C: 4.834 -3.585 1.071  -0.86
C: 2.069 -1.257 0.039  0.95
C: 2.133 0.138 0.086  0.37
C: 3.304 0.917 0.117  -0.26
C: 2.917 2.247 0.141  -1.19
C: 1.527 2.251 0.136  -0.26
N: 1.024 0.997 0.102  -0.29
C: 0.898 -1.997 0.005  0.30
C: 0.771 -3.393 -0.224  -0.42
C: -0.574 -3.669 -0.232  -1.01
C: -1.240 -2.449 -0.007  -0.29
N: -0.374 -1.444 0.124  -0.19
H: 6.107 -2.512 -1.887  0.45
H: 3.982 -1.240 -1.872  0.55
H: 2.944 -2.989 1.886  0.53
H: 5.076 -4.253 1.887  0.45
H: 4.308 0.527 0.132  0.55
H: 3.552 3.117 0.159  0.43
H: 0.884 3.110 0.145  0.43
H: 1.578 -4.089 -0.382  0.51
H: -1.050 -4.621 -0.396  0.44
H: -2.302 -2.287 0.077  0.40
O: -5.607 4.876 -0.474  -0.52
C: -4.695 4.122 -0.255  0.90
C: -4.856 2.712 0.113  0.21
O: -7.271 2.766 -0.130  -0.38
C: -3.681 1.881 0.325  0.35
C: -2.127 3.707 -0.185  0.49
O: -1.009 4.022 -0.404  -0.44
C: -3.286 4.665 -0.200  0.23
O: -3.070 5.837 -0.162  -0.41
O: -2.674 -0.098 0.673  -0.45
O: -2.381 2.375 0.094  -0.48
N: -3.790 0.645 0.614  -0.34
C: -6.117 2.209 0.335  0.44
C: -7.387 3.230 -1.341  0.56
N: -7.631 3.533 -2.423  -0.41
C: -6.407 1.076 1.145  0.07
N: -6.768 0.222 1.824  -0.36